Entry 1:
60
Properties=species:S:1:pos:R:3:forces:R:3:mulliken_charge:R:1 method="wB97M-V/def2-TZVPD" smiles="CCN1CCC[C@@H]1CNC(=O)CCc1nnc(CCC2CCCCC2)o1" relative_energy_kcal_mol=0.00 molar_mass_da=362.52 orbital_gap_ev=9.1 largest_force_ha_per_bohr=0.026 homo_energy_ha=-0.30870 e_lumo_ev=0.686
C -1.89680 -1.83027 0.30840 0.1 -0.2 0.1 -0.832
C -0.73906 -2.71236 0.76187 -0.2 0.1 -0.1 -0.813
N 0.53447 -2.08769 0.48790 0.1 0.0 0.2 0.911
C 0.81857 -0.89568 1.25841 0.0 0.2 0.0 -0.285
C 2.29759 -0.65517 0.98867 -0.1 0.0 0.1 -0.127
C 2.87525 -2.07187 0.97958 -0.1 0.0 0.0 -1.044
C 1.68838 -2.97499 0.59310 0.2 -0.4 -0.3 0.097
C 1.90495 -3.68844 -0.75086 0.0 -0.2 0.3 -1.536
N 1.93533 -2.75042 -1.84445 -0.3 -0.1 0.3 -0.013
C 3.06150 -2.45249 -2.50860 -0.2 0.2 -0.5 0.629
O 4.13643 -2.98725 -2.30811 0.4 -0.1 0.1 -0.678
C 2.88104 -1.39720 -3.60149 0.2 0.0 0.1 -1.087
C 2.84771 0.02733 -3.03930 0.1 0.1 -0.1 -0.504
C 1.50581 0.43457 -2.55842 -0.3 -0.3 0.0 0.372
N 0.46822 -0.29912 -2.32338 1.1 -0.5 -0.5 -0.033
N -0.53447 0.52675 -1.94757 -0.9 0.9 0.3 -0.651
C -0.06692 1.72936 -1.97323 -0.3 -0.3 -0.1 0.605
C -0.75867 2.99748 -1.65200 0.2 0.2 0.2 -0.844
C -0.68806 3.31269 -0.14961 -0.1 -0.2 0.0 -1.446
C -1.57430 2.39580 0.69974 0.1 0.5 0.1 2.345
C -3.05132 2.77755 0.58944 0.0 -0.4 -0.1 -1.100
C -3.91542 1.85432 1.44320 -0.1 0.3 0.1 -0.545
C -3.48288 1.91595 2.90425 0.0 -0.3 -0.1 -0.858
C -2.00930 1.54688 3.03594 0.0 0.3 0.1 -0.323
C -1.14569 2.45725 2.16824 0.0 -0.4 -0.1 -1.281
O 1.23461 1.74433 -2.35372 0.1 0.1 0.0 -0.373
H -1.68630 -1.42885 -0.67908 0.0 0.1 -0.1 0.207
H -2.81575 -2.41014 0.27225 -0.1 0.0 0.0 0.472
H -2.04486 -1.00113 0.99515 -0.1 0.1 0.0 -0.096
H -0.76999 -3.65155 0.20423 0.0 0.0 0.1 0.372
H -0.84893 -2.95497 1.83751 0.1 -0.1 -0.1 0.380
H 0.19240 -0.07208 0.91530 -0.1 0.1 0.1 -0.612
H 0.64032 -1.04678 2.33950 0.0 0.0 0.0 0.318
H 2.76244 -0.01412 1.73605 0.0 0.1 0.0 0.553
H 2.41608 -0.19388 0.00844 0.0 0.1 0.0 -0.287
H 3.69674 -2.17441 0.27360 0.1 0.0 0.0 0.425
H 3.24344 -2.33796 1.97044 0.0 0.0 0.0 0.280
H 1.53443 -3.74833 1.36636 0.0 0.1 -0.1 0.419
H 2.85553 -4.22594 -0.74257 -0.1 0.0 0.0 0.558
H 1.09332 -4.40229 -0.92471 0.1 0.0 0.0 0.371
H 1.12764 -2.14056 -1.93436 0.1 0.0 -0.1 0.410
H 3.73606 -1.48813 -4.27221 -0.1 0.0 0.1 0.394
H 1.96507 -1.59776 -4.15687 0.0 0.0 -0.1 0.492
H 3.14444 0.74432 -3.81053 0.0 0.0 0.1 0.363
H 3.57055 0.12138 -2.22237 0.0 0.1 0.0 0.340
H -1.79809 2.91545 -1.96729 0.0 0.0 -0.1 0.357
H -0.27297 3.79641 -2.21497 -0.1 0.0 -0.1 0.363
H 0.35083 3.22113 0.17797 0.0 0.1 0.0 0.468
H -0.99097 4.35083 0.00087 0.0 0.1 0.1 0.459
H -1.45805 1.36973 0.33528 0.0 -0.1 0.0 -0.886
H -3.37915 2.71719 -0.44955 0.0 0.1 -0.1 0.367
H -3.18318 3.80941 0.92575 0.0 0.1 0.0 0.342
H -4.96457 2.14383 1.35374 0.0 -0.1 0.0 0.375
H -3.81864 0.83042 1.07598 0.0 -0.1 0.0 0.203
H -4.09209 1.23620 3.50339 0.0 0.1 0.1 0.379
H -3.63765 2.92819 3.28553 0.0 0.1 0.1 0.318
H -1.69594 1.62725 4.07910 0.0 -0.1 0.0 0.379
H -1.86609 0.50956 2.72543 0.0 -0.1 0.0 0.051
H -0.09723 2.16309 2.26131 0.1 0.1 0.0 0.414
H -1.23578 3.48717 2.52333 0.1 0.1 0.0 0.461



Entry 2:
62
Properties=species:S:1:pos:R:3:forces:R:3:mulliken_charge:R:1 method="wB97M-V/def2-TZVPD" smiles="CC(C)CN(CC(C)C)S(=O)(=O)N1CCC(C(=O)NCc2ccccn2)CC1" relative_energy_kcal_mol=0.00 molar_mass_da=410.58 orbital_gap_ev=9.7 largest_force_ha_per_bohr=0.020 homo_energy_ha=-0.33166 e_lumo_ev=0.676
C 2.90353 -1.22093 3.58283 -0.2 -0.1 -0.2 -1.754
C 1.92144 -2.13918 2.86135 0.1 -0.2 0.3 2.351
C 2.46757 -3.56241 2.78193 -0.1 0.3 -0.1 -1.735
C 0.56039 -2.14459 3.57108 0.5 -0.4 -0.6 -1.866
N -0.06446 -0.83727 3.54258 -0.7 0.2 -0.7 0.843
C -0.33777 -0.13417 4.78062 -0.6 0.5 0.2 -1.656
C -1.69886 -0.44126 5.42620 0.2 -0.1 0.3 1.305
C -1.89702 -1.93124 5.68884 0.0 0.3 -0.2 -1.376
C -1.82613 0.35548 6.72344 0.0 -0.1 -0.4 -1.688
S -1.15395 -0.63540 2.31224 0.6 -0.2 -0.2 1.233
O -1.92758 -1.82685 2.10906 0.0 0.0 -0.1 -0.819
O -1.84973 0.59815 2.51784 0.1 0.2 0.2 -0.817
N -0.09604 -0.51804 1.02434 -0.6 -0.3 0.7 0.131
C -0.65234 -0.87933 -0.26225 -0.3 -0.4 -0.4 -0.983
C 0.49092 -1.05822 -1.25679 -0.1 0.2 0.1 -1.015
C 1.28597 0.24753 -1.38595 0.2 0.1 0.2 0.064
C 0.47064 1.34844 -2.06987 0.2 -0.5 -0.1 0.051
O 0.24139 2.43129 -1.57167 0.0 0.4 0.3 -0.685
N 0.02398 1.00844 -3.29771 -0.2 0.0 -0.4 -0.016
C -0.63847 1.95482 -4.15994 -0.2 0.2 0.3 -0.851
C -0.16996 1.80240 -5.58140 0.0 0.1 -0.1 0.684
C -0.50642 2.73913 -6.55491 0.1 -0.1 0.0 -0.753
C -0.06273 2.53853 -7.84953 0.0 0.0 0.1 -0.283
C 0.69860 1.41303 -8.13165 0.0 0.0 0.1 -0.554
C 0.97702 0.53960 -7.09466 0.1 0.0 -0.4 -0.263
N 0.55546 0.72580 -5.85503 -0.1 -0.1 0.3 -0.365
C 1.75199 0.70083 0.00134 -0.2 0.1 -0.1 -1.162
C 0.58338 0.76156 0.98241 0.4 0.6 0.1 -0.692
H 3.09796 -1.58672 4.58954 0.1 0.0 0.2 0.387
H 3.84980 -1.17589 3.04805 0.1 0.0 0.0 0.448
H 2.49576 -0.21622 3.65104 0.0 0.2 0.1 0.344
H 1.75713 -1.75972 1.85041 0.0 -0.1 0.1 -0.848
H 2.61502 -3.97104 3.77976 0.0 -0.1 0.1 0.383
H 1.77657 -4.20841 2.24593 -0.1 -0.2 -0.1 0.412
H 3.42384 -3.57467 2.26396 0.1 -0.1 0.0 0.423
H 0.69008 -2.46736 4.60577 -0.1 0.0 0.0 0.580
H -0.10620 -2.84955 3.06591 0.1 -0.2 0.2 0.460
H 0.47224 -0.36333 5.47794 0.0 0.0 -0.1 0.584
H -0.30594 0.93362 4.54697 0.1 0.0 0.2 0.250
H -2.46823 -0.11004 4.72374 0.0 0.0 0.1 0.278
H -1.10618 -2.32257 6.32746 0.1 -0.1 0.1 0.262
H -1.91005 -2.48164 4.75204 0.0 -0.2 0.0 0.264
H -2.84917 -2.09399 6.18934 -0.1 -0.1 0.0 0.447
H -1.70199 1.41871 6.53423 0.0 0.2 0.1 0.404
H -2.80535 0.19884 7.16861 -0.1 0.0 0.1 0.411
H -1.06936 0.04068 7.44020 0.1 0.0 0.1 0.375
H -1.20765 -1.80685 -0.11995 0.0 0.1 -0.2 0.610
H -1.34455 -0.10336 -0.62180 0.0 -0.1 0.0 0.368
H 0.08789 -1.37371 -2.21951 0.0 -0.1 0.0 0.559
H 1.15624 -1.84122 -0.88776 0.0 -0.1 0.0 0.438
H 2.16511 0.07000 -2.01806 -0.1 0.0 0.0 0.499
H 0.37472 0.19363 -3.78125 0.1 0.0 0.2 0.449
H -1.72706 1.80171 -4.12611 0.1 0.1 0.0 0.258
H -0.43625 2.96354 -3.78373 -0.1 -0.1 -0.1 0.381
H -1.09930 3.60212 -6.29411 -0.1 0.1 0.0 0.388
H -0.30371 3.24801 -8.62765 0.0 0.1 0.0 0.405
H 1.06480 1.22104 -9.12761 0.0 0.0 -0.1 0.373
H 1.56485 -0.35516 -7.25409 0.0 0.0 -0.1 0.410
H 2.19757 1.69320 -0.07064 0.0 0.0 0.0 0.420
H 2.50256 0.00153 0.37321 0.1 0.0 0.0 0.406
H 0.93611 0.96606 1.99364 0.1 0.1 0.0 0.370
H -0.10994 1.55779 0.68696 0.1 -0.1 0.1 0.474



Entry 3:
62
Properties=species:S:1:pos:R:3:forces:R:3:mulliken_charge:R:1 method="wB97M-V/def2-TZVPD" smiles="CCCCN(CC)CCNc1c(NC2CCN(C(=O)OCC)CC2)c(=O)c1=O" relative_energy_kcal_mol=30.88 molar_mass_da=394.52 orbital_gap_ev=8.5 largest_force_ha_per_bohr=0.015 homo_energy_ha=-0.28998 e_lumo_ev=0.567
C 2.17075 -1.26947 -3.12198 -0.1 -0.2 0.0 -1.111
C 1.16328 -2.17490 -2.42358 0.0 0.1 0.2 -0.997
C 0.16054 -1.41332 -1.55720 -0.1 -0.2 -0.4 1.158
C -0.83442 -0.58342 -2.37527 0.2 -0.1 0.3 -1.418
N -1.87342 -0.03064 -1.52028 0.0 0.0 -0.1 0.981
C -2.36770 1.27126 -1.93262 0.0 0.1 -0.2 -0.582
C -2.97907 1.34428 -3.33598 0.1 -0.1 0.3 -1.205
C -2.92481 -0.97521 -1.17540 0.0 0.1 0.4 -0.857
C -3.29644 -0.83126 0.31034 -0.2 -0.1 -0.4 -1.292
N -2.10737 -0.86286 1.13269 0.2 0.1 0.3 -0.072
C -1.59476 -2.03967 1.53393 0.4 0.2 0.3 1.011
C -0.38940 -2.47068 2.09260 -0.2 0.3 -0.3 -0.098
N 0.81456 -1.92243 2.36180 0.0 -0.4 0.0 -0.015
C 1.04382 -0.49723 2.37019 0.0 0.2 0.4 0.897
C 0.43095 0.19972 3.59539 0.0 0.1 -0.3 -0.712
C 0.49167 1.71843 3.37645 -0.3 0.1 0.1 -1.037
N 1.60914 2.06052 2.51633 0.1 0.1 -0.1 0.068
C 1.35405 2.66549 1.32756 0.2 0.1 0.1 0.849
O 0.27183 3.10250 1.01092 -0.3 0.1 -0.3 -0.670
O 2.46347 2.76534 0.56384 0.1 -0.2 0.2 -0.399
C 2.30030 3.44689 -0.67901 -0.3 0.2 -0.5 -0.505
C 1.76084 2.51774 -1.75645 0.1 0.1 0.4 -0.285
C 2.79378 1.26583 2.74595 0.3 -0.2 -0.1 -0.928
C 2.54608 -0.19366 2.31306 -0.2 0.2 -0.1 -0.842
C -0.87065 -3.85080 2.23911 0.5 -0.5 0.2 -0.223
O -0.37971 -4.87580 2.65236 -0.1 0.4 -0.1 -0.670
C -2.18953 -3.38537 1.65064 -0.7 -0.2 -0.2 0.360
O -3.26724 -3.86539 1.38490 0.3 0.1 0.1 -0.651
H 1.67476 -0.57913 -3.79926 0.0 0.1 -0.1 0.291
H 2.87432 -1.86468 -3.69938 0.1 0.0 -0.1 0.448
H 2.73383 -0.69337 -2.39054 0.1 0.1 0.1 0.162
H 1.70392 -2.88020 -1.78820 0.0 -0.1 -0.1 0.396
H 0.61985 -2.75728 -3.17090 0.0 -0.1 0.0 0.375
H -0.38881 -2.13707 -0.95178 0.0 0.0 0.1 0.037
H 0.69715 -0.75122 -0.87420 0.0 0.1 0.1 -0.601
H -0.30464 0.24970 -2.83982 0.0 0.0 -0.1 0.726
H -1.25243 -1.20942 -3.17947 0.0 0.1 -0.1 0.116
H -1.53361 1.97667 -1.86873 -0.1 0.0 0.1 0.136
H -3.11469 1.58410 -1.19940 0.1 0.1 0.0 0.416
H -3.81222 0.65223 -3.43529 -0.1 0.0 -0.1 0.278
H -2.23924 1.10278 -4.09534 0.0 0.0 -0.1 0.252
H -3.34696 2.34998 -3.52049 -0.1 0.1 -0.1 0.448
H -2.55945 -1.99089 -1.33723 0.0 0.0 0.0 0.457
H -3.82910 -0.84508 -1.78440 0.0 -0.1 -0.1 0.408
H -3.95406 -1.64801 0.60792 0.0 0.1 0.0 0.559
H -3.79917 0.12215 0.48857 0.0 -0.1 0.0 0.427
H -1.46916 -0.10529 0.92405 0.0 -0.2 0.0 0.087
H 1.42023 -2.48919 2.93900 0.0 0.0 -0.1 0.361
H 0.56525 -0.09171 1.47174 0.1 0.0 0.0 -0.589
H -0.60322 -0.11821 3.72860 0.0 0.0 0.1 0.353
H 0.99031 -0.08794 4.48746 0.0 -0.1 0.0 0.388
H 0.60138 2.24150 4.33198 -0.1 0.0 -0.1 0.300
H -0.41229 2.08261 2.88427 0.1 -0.1 0.1 0.437
H 3.29772 3.81092 -0.93420 -0.1 0.0 0.1 0.360
H 1.61998 4.29207 -0.53470 0.2 -0.1 0.0 0.355
H 0.77931 2.15211 -1.46455 -0.1 0.0 0.0 -0.305
H 2.42839 1.67094 -1.89587 0.1 -0.1 -0.1 0.109
H 1.67315 3.05803 -2.69472 0.0 0.0 -0.1 0.468
H 3.01342 1.31585 3.81553 0.0 0.0 -0.1 0.420
H 3.62902 1.69998 2.19953 0.0 -0.1 0.2 0.437
H 2.91190 -0.35970 1.29969 0.0 -0.1 0.0 0.323
H 3.08462 -0.86915 2.97982 0.0 -0.1 0.0 0.413



Entry 4:
62
Properties=species:S:1:pos:R:3:forces:R:3:mulliken_charge:R:1 method="wB97M-V/def2-TZVPD" smiles="CC1=CC[C@H](C(=O)N(C)CC[C@H](C)NC(=O)c2cn(CCN(C)C)nn2)CC1" relative_energy_kcal_mol=26.01 molar_mass_da=390.53 orbital_gap_ev=8.7 largest_force_ha_per_bohr=0.016 homo_energy_ha=-0.30762 e_lumo_ev=0.344
C -2.60126 4.72866 2.22916 -0.1 -0.1 0.1 -1.493
C -2.88815 3.25507 2.14586 -0.1 0.0 -0.2 0.862
C -4.12754 2.77226 2.21448 0.1 0.0 -0.2 -0.835
C -4.49257 1.31267 2.08761 0.3 0.3 0.5 -1.193
C -3.31727 0.48445 1.56986 -0.2 -0.5 -0.2 0.936
C -3.57698 -1.00017 1.82447 0.0 0.4 0.5 0.127
O -3.80761 -1.38434 2.96126 0.0 -0.1 0.0 -0.714
N -3.51982 -1.86273 0.77780 -0.1 -0.3 -0.3 0.170
C -3.69699 -3.28626 0.99008 0.0 -0.2 0.0 -1.098
C -3.18719 -1.47271 -0.58014 0.1 0.2 -0.2 -1.447
C -1.69462 -1.20824 -0.75694 0.0 0.1 0.1 0.791
C -1.29906 -0.79441 -2.17287 -0.3 -0.1 0.0 0.149
C -1.40202 -1.93146 -3.18051 0.0 -0.1 0.0 -1.739
N 0.05579 -0.27829 -2.17226 0.3 -0.2 -0.2 -0.085
C 0.37139 0.95978 -1.71531 -0.6 0.4 0.1 0.329
O -0.47059 1.73191 -1.28970 0.0 -0.1 -0.1 -0.652
C 1.81295 1.28040 -1.73171 0.1 -0.8 0.1 0.061
C 2.86230 0.39428 -1.58476 -0.3 0.2 -0.1 -0.046
N 3.93756 1.19140 -1.57750 0.5 -0.1 0.0 0.762
C 5.33803 0.82981 -1.45683 0.2 -0.1 0.0 -0.769
C 5.59416 -0.05918 -0.24812 0.1 0.0 -0.1 -0.771
N 5.10172 -1.41641 -0.42306 -0.1 -0.1 0.1 0.236
C 5.05596 -2.10031 0.85960 -0.1 0.0 0.1 -1.068
C 5.92074 -2.17147 -1.35519 0.0 0.0 -0.1 -1.094
N 3.59980 2.47105 -1.71347 -0.6 0.3 -0.1 -0.909
N 2.30032 2.52878 -1.80096 0.6 0.4 0.0 -0.376
C -2.02073 0.89710 2.26008 0.2 0.7 -0.3 -1.242
C -1.70418 2.35319 1.90038 -0.1 0.0 0.0 -0.354
H -2.07254 5.06110 1.33308 0.1 0.0 0.0 0.304
H -3.51638 5.31394 2.31934 0.0 0.0 0.0 0.375
H -1.97126 4.94898 3.09469 0.1 0.0 -0.1 0.308
H -4.93958 3.47413 2.37943 -0.1 0.0 0.0 0.321
H -4.77658 0.96528 3.08575 0.0 -0.2 -0.1 0.370
H -5.36950 1.17366 1.45278 0.0 0.1 -0.1 0.466
H -3.21092 0.65709 0.49696 0.1 0.2 0.1 0.364
H -3.93239 -3.50213 2.02668 0.0 0.2 0.1 0.381
H -4.51411 -3.66158 0.37046 0.0 0.0 -0.1 0.311
H -2.78412 -3.82825 0.72817 0.0 0.0 0.0 0.307
H -3.51045 -2.26603 -1.25495 0.0 -0.1 0.1 0.510
H -3.76253 -0.59418 -0.88269 0.0 0.0 0.0 0.348
H -1.40428 -0.40408 -0.07766 0.0 0.0 -0.1 -0.610
H -1.11659 -2.08842 -0.45556 0.0 -0.1 -0.1 0.177
H -1.96327 0.01284 -2.49426 0.0 0.1 0.1 0.359
H -2.41701 -2.32519 -3.22251 0.0 0.0 0.0 0.430
H -1.14402 -1.59364 -4.18476 0.0 0.0 0.0 0.429
H -0.74677 -2.76360 -2.90806 0.0 0.0 0.0 0.372
H 0.77343 -0.81355 -2.63258 0.0 0.0 0.0 0.333
H 2.94314 -0.66985 -1.44387 0.0 0.0 0.0 0.528
H 5.65332 0.35962 -2.38853 0.0 -0.1 0.0 0.275
H 5.90494 1.75275 -1.36206 -0.2 0.1 0.0 0.383
H 6.67334 -0.06180 -0.02378 0.1 0.0 -0.1 0.480
H 5.10465 0.39518 0.61466 -0.1 -0.1 0.0 0.419
H 4.65399 -3.10593 0.73831 0.0 0.0 -0.1 0.325
H 6.05089 -2.18302 1.32407 0.0 0.0 0.0 0.353
H 4.40090 -1.56908 1.55072 0.0 0.1 0.0 0.325
H 5.53457 -3.18548 -1.45143 0.0 0.0 0.1 0.354
H 5.90210 -1.72858 -2.35117 0.0 0.0 0.0 0.260
H 6.97023 -2.23573 -1.02731 0.0 0.0 0.0 0.361
H -2.13219 0.81991 3.34151 0.0 -0.3 0.0 0.484
H -1.17918 0.28616 1.92740 -0.1 -0.2 0.2 0.409
H -1.40726 2.42857 0.84754 0.0 0.0 0.0 0.177
H -0.83869 2.70610 2.46831 0.0 0.0 0.1 0.475